Entry 1:
Molecular formula: C26H30N4OS
Method: DFT, ωB97M-V/def2-TZVPD

Calculated values
lowest unoccupied orbital energy: 0.187 eV
frontier orbital gap: 7.83 eV
multiplicity: 1
relative energy (zero: lowest compared OMol25 entry of this formula, charge and spin): 0.0 kcal per mole
highest occupied orbital energy: -0.2809 Ha
E_tot: -1701.223101 Ha

Last column: natural (NBO) charge in e.
Atoms and positions in Å:
1 C 6.947 2.358 1.711  -0.6224
2 C 5.896 1.506 1.066  -0.0440
3 C 4.562 1.635 1.438  -0.2094
4 C 3.580 0.860 0.856  -0.1904
5 C 3.913 -0.075 -0.125  0.1116
6 C 5.250 -0.223 -0.486  -0.2133
7 C 6.222 0.565 0.098  -0.2077
8 H 7.253 0.446 -0.204  0.2054
9 H 5.510 -0.951 -1.240  0.2139
10 N 2.979 -0.935 -0.667  -0.5518
11 C 1.877 -0.634 -1.196  0.3838
12 N 0.989 -1.575 -1.569  -0.4390
13 C 1.166 -2.908 -1.034  -0.2081
14 H 0.502 -3.586 -1.570  0.1953
15 H 2.204 -3.209 -1.201  0.2287
16 C 0.885 -2.947 0.474  -0.2300
17 N -0.488 -2.566 0.759  -0.4607
18 C -1.386 -3.708 0.770  -0.2486
19 C -2.821 -3.219 0.959  -0.0705
20 O -2.965 -2.487 2.152  -0.5248
21 C -2.084 -1.387 2.166  -0.0689
22 C -0.630 -1.828 2.003  -0.2479
23 H 0.010 -0.944 1.965  0.2091
24 H -0.339 -2.442 2.874  0.1690
25 H -2.229 -0.891 3.127  0.1950
26 H -2.342 -0.691 1.355  0.1700
27 H -3.511 -4.062 1.030  0.1941
28 H -3.096 -2.588 0.102  0.1554
29 H -1.306 -4.239 -0.181  0.1976
30 H -1.133 -4.409 1.586  0.1708
31 H 1.561 -2.234 0.950  0.2211
32 H 1.125 -3.950 0.861  0.1797
33 C -0.200 -1.228 -2.315  -0.2229
34 C -1.004 -0.180 -1.607  -0.0770
35 C -2.349 -0.244 -1.372  -0.1332
36 C -3.003 0.822 -0.714  -0.1391
37 C -4.391 0.844 -0.426  0.0388
38 C -4.914 1.930 0.229  -0.2186
39 C -4.126 3.028 0.625  0.0073
40 C -2.785 3.021 0.348  -0.2285
41 C -2.199 1.930 -0.321  0.2444
42 N -0.876 1.981 -0.570  -0.4436
43 C -0.317 0.979 -1.182  0.0815
44 S 1.403 1.104 -1.547  0.2477
45 H -2.143 3.840 0.630  0.2211
46 C -4.778 4.173 1.335  -0.6275
47 H -5.529 4.634 0.694  0.2203
48 H -5.280 3.823 2.236  0.2197
49 H -4.046 4.927 1.611  0.2185
50 H -5.971 1.952 0.454  0.2061
51 C -5.273 -0.304 -0.815  -0.6378
52 H -5.004 -1.199 -0.253  0.2218
53 H -6.313 -0.071 -0.600  0.2222
54 H -5.182 -0.525 -1.877  0.2158
55 H -2.910 -1.102 -1.712  0.2134
56 H -0.794 -2.128 -2.469  0.2190
57 H 0.102 -0.834 -3.298  0.2149
58 H 2.549 0.969 1.161  0.2066
59 H 4.289 2.357 2.195  0.2041
60 H 7.910 2.221 1.227  0.2115
61 H 6.674 3.411 1.654  0.2153
62 H 7.051 2.099 2.765  0.2152

---

Entry 2:
Molecular formula: C35H95N3O14
Method: DFT, ωB97M-V/def2-TZVPD

Calculated values
lowest unoccupied orbital energy: 0.162 eV
frontier orbital gap: 8.24 eV
multiplicity: 1
highest occupied orbital energy: -0.2969 Ha
E_tot: -2607.660294 Ha

Last column: Mulliken charge in e.
Atoms and positions in Å:
1 C 6.886 -4.552 1.239  -0.5202
2 O 7.731 -5.722 1.487  -0.4905
3 H 7.447 -3.622 1.141  0.2696
4 H 6.469 -4.630 0.235  0.1864
5 H 5.998 -4.438 1.861  0.2550
6 H 8.246 -5.467 2.256  0.2995
7 C -5.554 0.757 4.461  -0.4431
8 O -5.215 2.080 4.105  -0.5140
9 H -5.876 0.779 5.502  0.2193
10 H -6.252 0.420 3.696  0.2466
11 H -4.654 0.159 4.317  0.1848
12 H -5.976 2.551 3.758  0.3063
13 C -6.613 2.352 -9.324  -0.4999
14 O -5.708 1.260 -9.574  -0.4841
15 H -6.564 3.105 -10.110  0.2180
16 H -7.616 1.926 -9.350  0.2486
17 H -6.472 2.835 -8.357  0.2076
18 H -6.252 0.477 -9.690  0.3113
19 C -4.411 6.760 -6.565  -0.5749
20 O -3.895 8.034 -6.277  -0.4926
21 H -5.106 6.580 -5.744  0.2169
22 H -5.117 6.896 -7.384  0.2843
23 H -3.624 6.008 -6.510  0.2601
24 H -3.371 8.201 -7.064  0.3063
25 C 4.370 1.555 4.351  -0.5482
26 O 5.545 1.114 4.968  -0.4875
27 H 3.435 1.015 4.500  0.2770
28 H 4.028 2.558 4.608  0.2423
29 H 4.535 1.525 3.274  0.2269
30 H 5.367 1.145 5.911  0.2901
31 C 5.005 -7.126 -3.463  -0.5157
32 O 5.384 -7.985 -4.570  -0.5114
33 H 4.974 -6.045 -3.600  0.2340
34 H 4.042 -7.363 -3.011  0.2528
35 H 5.681 -7.328 -2.632  0.2441
36 H 6.253 -7.797 -4.931  0.2965
37 C -6.809 -5.400 -7.750  -0.4606
38 O -8.100 -4.756 -7.932  -0.5069
39 H -6.510 -5.519 -6.708  0.2370
40 H -6.846 -6.401 -8.181  0.2398
41 H -6.079 -4.831 -8.327  0.2018
42 H -8.776 -5.220 -7.432  0.2889
43 C 5.252 -1.153 -6.887  -0.4687
44 O 5.971 -1.353 -8.135  -0.5078
45 H 4.173 -1.105 -7.036  0.2231
46 H 5.452 -2.100 -6.386  0.2180
47 H 5.510 -0.304 -6.254  0.2342
48 H 5.424 -1.844 -8.753  0.3013
49 O 2.998 4.237 0.634  -0.6327
50 H 2.366 3.869 0.017  0.3185
51 H 2.532 4.261 1.469  0.3134
52 O -1.244 1.062 -9.894  -0.6404
53 H -2.200 1.005 -9.871  0.3252
54 H -1.055 1.982 -9.709  0.3133
55 O -1.114 -8.979 -2.438  -0.6394
56 H -0.788 -8.954 -1.538  0.3178
57 H -0.716 -9.763 -2.816  0.3213
58 C -2.306 -2.513 -0.751  -1.7321
59 C -1.329 -1.655 -1.624  1.5507
60 C -1.344 -2.052 -3.160  -1.1015
61 C -2.435 -1.417 -4.046  -0.7043
62 C -2.512 0.105 -3.813  -1.2421
63 C -2.668 0.474 -2.307  1.0507
64 N -1.611 -0.236 -1.522  0.2741
65 O -1.583 0.255 -0.212  -0.4378
66 C -2.543 1.991 -2.111  -1.7802
67 C -4.047 0.095 -1.856  -1.5711
68 C 0.158 -1.665 -1.071  -1.8673
69 H -1.864 -3.507 -0.681  0.4721
70 H -3.274 -2.721 -1.205  0.3689
71 H -2.463 -2.301 0.307  0.3309
72 H -0.398 -1.690 -3.564  0.3851
73 H -1.380 -3.142 -3.164  0.4536
74 H -3.406 -1.870 -3.840  0.3154
75 H -2.349 -1.695 -5.097  0.4533
76 H -3.377 0.423 -4.394  0.4328
77 H -1.777 0.667 -4.389  0.3715
78 H -3.291 2.531 -2.692  0.3886
79 H -2.763 2.199 -1.064  0.3677
80 H -1.531 2.301 -2.369  0.4255
81 H -4.342 -0.952 -1.927  0.3523
82 H -4.240 0.198 -0.789  0.3688
83 H -4.785 0.629 -2.455  0.4437
84 H 0.609 -2.657 -1.074  0.3745
85 H 0.315 -1.301 -0.055  0.4172
86 H 0.804 -0.947 -1.576  0.4395
87 H -2.525 0.279 -0.029  0.3995
88 C 1.330 10.817 3.557  -1.9352
89 C 1.091 10.965 2.025  1.6697
90 C 0.894 9.546 1.387  -1.2175
91 C 0.215 9.473 -0.014  -0.6591
92 C -1.109 10.193 -0.032  -1.1654
93 C -0.939 11.635 0.594  1.3045
94 N -0.092 11.852 1.801  0.2170
95 O -0.007 13.255 2.171  -0.4862
96 C -0.401 12.443 -0.617  -1.6367
97 C -2.352 12.138 0.884  -1.7663
98 C 2.300 11.609 1.383  -1.7358
99 H 0.518 10.524 4.221  0.4009
100 H 1.825 11.737 3.866  0.4237
101 H 2.032 9.999 3.720  0.4068
102 H 1.898 9.146 1.241  0.4092
103 H 0.422 8.876 2.104  0.4201
104 H -0.178 8.484 -0.247  0.3714
105 H 0.920 9.718 -0.808  0.3446
106 H -1.727 9.683 0.706  0.3871
107 H -1.712 10.178 -0.940  0.5120
108 H -0.995 12.349 -1.526  0.3843
109 H -0.444 13.517 -0.440  0.4187
110 H 0.654 12.289 -0.845  0.2956
111 H -2.228 13.051 1.467  0.3927
112 H -2.918 12.364 -0.020  0.3813
113 H -3.090 11.517 1.390  0.3640
114 H 2.097 11.675 0.314  0.3739
115 H 3.267 11.137 1.555  0.4192
116 H 2.378 12.667 1.635  0.3570
117 H -0.387 13.338 3.049  0.3490
118 C 2.828 -10.825 6.481  -1.8429
119 C 2.911 -9.747 7.537  1.4968
120 C 4.131 -8.853 7.207  -1.2030
121 C 3.948 -7.674 6.229  -0.7281
122 C 2.657 -6.902 6.575  -1.1334
123 C 1.357 -7.857 6.655  1.1863
124 N 1.631 -8.945 7.656  0.2880
125 O 0.532 -9.675 8.016  -0.4613
126 C 0.268 -6.927 7.339  -1.8431
127 C 0.959 -8.344 5.222  -1.5753
128 C 3.291 -10.587 8.825  -1.7228
129 H 2.739 -10.278 5.542  0.3065
130 H 3.589 -11.592 6.626  0.5137
131 H 1.926 -11.424 6.606  0.3571
132 H 4.623 -8.381 8.057  0.3991
133 H 4.971 -9.431 6.821  0.3920
134 H 4.848 -7.075 6.084  0.4353
135 H 3.858 -8.035 5.204  0.3271
136 H 2.434 -6.229 5.747  0.4696
137 H 2.862 -6.280 7.447  0.3775
138 H -0.073 -6.206 6.595  0.4221
139 H 0.433 -6.558 8.351  0.3766
140 H -0.643 -7.508 7.483  0.4532
141 H 1.675 -8.893 4.610  0.2894
142 H 0.455 -7.556 4.662  0.4568
143 H 0.053 -8.946 5.296  0.4233
144 H 3.799 -11.534 8.643  0.3409
145 H 3.533 -9.953 9.678  0.3845
146 H 2.350 -10.990 9.198  0.4563
147 H 0.489 -9.552 8.968  0.3576